18
Properties=species:S:1:pos:R:3 method="wB97M-V/def2-TZVPD" mol_weight_g_mol=88.15 homo_energy_ev="-1.346 / -1.316" e_lumo_ev="3.920 / 3.639" orbital_gap_ev="5.266 / 4.955" total_energy_ha=-268.96509 s_squared=0.7544 fmax_ev_per_a=3.9 spin_multiplicity=2 total_charge=-1
N 1.549 0.627 1.545
N -1.381 0.175 -0.903
C 0.164 0.347 1.172
C 1.888 -0.026 2.772
C -0.279 0.851 -0.177
C -1.519 -1.497 -3.791
H 0.481 0.382 -0.866
H -2.093 -0.803 -3.166
H 2.932 0.220 3.011
H -0.727 -2.017 -3.264
H -1.247 -0.983 -4.703
H 1.413 0.454 3.653
H -2.278 -2.277 -3.954
H -0.055 -0.723 1.147
H -0.434 0.859 1.973
H -0.216 1.944 -0.246
H 1.809 -1.112 2.837
H -2.206 0.746 -0.656